Record 1
Below is C6H9NO2 in the gas phase at a distorted geometry, with properties calculated with wB97M-V/def2-TZVPD.

CARTESIAN COORDINATES (ANGSTROEM)
1 O -2.6611 1.6999 0.9731
2 C -0.4202 -0.7869 0.4440
3 H 1.8212 0.4002 -1.8281
4 H 1.9949 0.0769 -0.0766
5 N -1.1478 0.0197 1.0917
6 H -0.3678 2.0496 -1.1532
7 C -0.0329 -2.0996 1.0289
8 H -0.3375 -2.1504 2.0719
9 O -0.6159 -0.6989 -1.9113
10 H 2.0556 -1.2374 -1.2593
11 H 1.0403 -2.2551 0.9679
12 H -0.8586 3.1539 0.0036
13 C 1.5879 -0.2818 -1.0137
14 C 0.0871 -0.4690 -0.9470
15 H -0.5319 -2.8926 0.4711
16 H 0.4474 2.0758 0.4948
17 C -1.5845 1.2533 0.7175
18 C -0.4761 2.1424 -0.0753

Energy relative to the best compared isomer or geometry (same formula, charge and spin) in kcal/mol: 33.28
2S+1: 1
E_HOMO in eV: -9.424
Gap between HOMO and LUMO in eV: 9.61
E_tot in eV: -11951.8756
Molar mass in Da: 127.14

---

Record 2
Below is a molecular structure, C64H150BN10O28Sr at a distorted geometry, with properties calculated with wB97M-V/def2-TZVPD.

CARTESIAN COORDINATES (ANGSTROEM)
1 C -8.9386 -11.4045 1.4772
2 H 9.8881 0.3858 -6.6131
3 O -3.2622 -4.3067 9.8546
4 H -8.3859 -13.0524 2.6144
5 C -9.3144 -7.7490 2.4109
6 H -3.3557 -5.5569 13.2933
7 H 1.8948 8.7242 0.9935
8 H 2.8219 -7.9038 -4.4544
9 O -2.4488 3.9180 -7.8304
10 N -8.7532 -9.9344 1.3639
11 O 1.3851 5.3687 -8.8397
12 H -0.8967 10.8704 -6.5788
13 H -1.0081 -11.8865 -0.5680
14 C 3.5685 -4.8825 3.1480
15 H -8.1373 -5.4328 3.4377
16 O -1.2273 -1.3198 1.6974
17 H 13.2819 -4.8854 -13.2210
18 C -2.5604 -3.5817 10.8822
19 H 1.7954 -8.8652 -3.3783
20 N -1.2483 5.0937 -9.9179
21 H -7.3195 1.8046 2.5381
22 H -0.2118 5.1466 -11.7768
23 C -7.7738 -5.8261 2.4884
24 H 3.5880 5.5716 1.4149
25 H 4.6006 6.4121 2.5515
26 H -9.4307 -9.6060 0.6907
27 H -3.2919 3.8376 -5.8860
28 C -2.4836 -6.8882 -1.2410
29 H -0.3796 -11.4979 1.0922
30 N -2.6307 -7.2872 0.2010
31 H -3.6237 8.7477 -7.9834
32 C 2.0494 -7.8512 -3.6871
33 H -5.8637 7.1790 6.2849
34 H 1.7391 7.0281 1.1892
35 H -2.5033 -3.0403 8.3975
36 C -2.3601 10.3751 -8.1586
37 O 3.2645 2.0772 -2.2158
38 O -1.0437 1.2873 2.9140
39 O 11.7485 0.0558 -7.6260
40 H -1.7331 -6.1049 -1.3472
41 H -2.8522 -6.4615 0.7387
42 C -0.0682 5.5183 -10.7622
43 C -5.9786 -12.3433 3.5033
44 C -0.0572 4.6613 9.1614
45 H -3.2247 -2.7707 11.1806
46 H -7.1542 5.1036 5.9318
47 H -1.7503 -2.9046 10.6113
48 H -8.0467 -5.1000 1.7226
49 H -1.0648 -9.4326 -0.9407
50 H -3.6321 -4.2317 7.8113
51 C -1.0091 10.8141 -7.6615
52 H 4.9186 -3.4664 1.5397
53 C -1.2511 -11.5493 0.4397
54 H 1.5757 10.8013 -7.2468
55 C 13.0472 -5.2516 -12.2216
56 H 6.8986 7.1832 1.8578
57 H -0.4524 3.2955 -9.3509
58 H -3.0242 11.2376 -8.2151
59 H -5.0007 1.6472 0.0934
60 H -0.1160 6.5994 -10.8931
61 H -4.3735 3.7430 -7.1889
62 H -3.4554 3.8023 -9.6222
63 H 5.2041 0.4053 10.4503
64 H 3.5499 -5.7137 3.8529
65 H -4.3238 9.0208 -4.3164
66 H 12.8841 -2.6703 -12.6525
67 O -6.4469 -5.0571 12.6802
68 H 2.3979 0.3853 9.8522
69 N -3.5585 -4.9850 12.4858
70 H 5.8981 -0.4773 9.1152
71 C 0.8236 2.2110 -2.3028
72 H -1.3519 7.2274 8.9597
73 O -0.1103 9.7435 -7.9137
74 O 0.0036 -0.2914 0.0345
75 O -4.9009 -7.3355 -1.4195
76 H 13.5318 -0.8776 -11.1712
77 H -7.8162 -6.3485 13.8793
78 H -4.2498 -5.5291 -1.3337
79 H 1.4024 0.4848 7.9029
80 C 4.2371 6.4405 1.5243
81 H -5.7898 2.9035 4.1983
82 H 13.4291 0.0885 -9.2252
83 B 0.4737 1.0841 -0.2697
84 H -6.8097 -7.7578 -1.9984
85 C 2.3598 4.5178 -8.2025
86 H 11.4465 0.4143 -5.5861
87 H -0.8721 4.6116 8.4392
88 H -1.4065 3.3283 -10.9215
89 H -8.5287 -11.5986 3.6634
90 H -5.9841 -4.0312 14.5004
91 H -6.4754 -6.0518 -1.3953
92 H 2.7202 5.0170 -7.3031
93 H 2.3144 -5.1547 -3.5230
94 O 0.1457 1.8479 0.9558
95 H 11.6822 -2.8223 -11.4968
96 H 8.4164 7.0501 -1.9138
97 C 1.3114 5.2278 -10.2352
98 H -0.0194 -9.4751 0.4200
99 H 6.5490 7.8666 -4.0917
100 H -10.2354 -9.5928 2.8339
101 H 3.4208 1.8267 9.8018
102 C 13.7552 -0.7496 -8.6092
103 H 3.9914 -3.9709 -2.1684
104 H 1.6127 4.2049 -10.4609
105 C -2.3180 -4.4663 12.0557
106 C -9.2379 -9.2313 2.5842
107 H 8.1296 5.9112 0.0184
108 H 3.2964 4.5182 -8.7601
109 C -3.3968 3.3794 -6.8694
110 O 2.4620 -7.0244 -2.5310
111 H 0.0357 7.9089 9.6178
112 N 13.3340 -1.9474 -9.3598
113 C -1.0616 -9.3162 0.1431
114 Sr -0.6267 6.7535 -6.7162
115 C 7.4023 7.1662 -1.5315
116 C -2.5550 7.4520 -3.5813
117 H 13.6623 -2.8337 -9.0037
118 H -2.0810 9.9956 -9.1415
119 H -3.3609 6.8038 -3.2371
120 H -2.2131 -7.7233 -1.8871
121 O -7.9308 -7.2392 2.3269
122 O 0.4647 5.9796 9.1476
123 H 2.7465 -4.8030 -1.1436
124 H 0.1377 2.2303 7.9534
125 C -4.4239 -3.9881 13.1064
126 H 4.6564 -1.2279 9.9624
127 H -6.0521 -6.5530 -2.9755
128 H 1.9398 9.6915 -8.3846
129 H -1.6764 6.8129 -3.6687
130 C 4.3231 -4.2260 1.0331
131 C -6.6543 3.4241 3.7862
132 H 2.6015 -4.4000 3.0062
133 H -0.4175 -7.2831 0.3146
134 H 10.8091 -1.0440 -6.3141
135 C -3.8356 8.6227 -5.2060
136 O 13.4065 -4.2055 -11.3570
137 H 3.3596 -3.8443 0.6952
138 H 8.3944 7.6303 0.3189
139 H 5.8158 5.1506 1.1989
140 H -4.0925 -2.7438 8.7586
141 C 2.3247 7.8805 1.5334
142 H -2.8012 10.3127 -5.6187
143 H -2.6590 2.2369 -9.0466
144 C 10.9068 0.0327 -6.4529
145 H 13.5204 -0.0051 -6.6200
146 H -8.5371 -5.5879 12.4783
147 C -5.5476 -4.6657 13.7291
148 H 5.9182 -5.3768 0.4798
149 H -6.9138 7.1814 4.9317
150 H 2.0643 5.8355 -10.7370
151 H 1.1090 11.1995 -8.9136
152 C -6.2708 5.2622 5.3132
153 H -6.7024 -5.6290 2.5267
154 H -3.8117 8.6375 3.4995
155 H -6.6970 1.2396 0.4098
156 C 3.0127 1.0109 9.2051
157 C -4.6446 8.3906 4.1578
158 H 1.9770 3.5037 -8.0884
159 H -9.7798 -7.3906 3.3291
160 H 5.7104 -3.9344 -0.5662
161 H 14.6369 -2.1627 -11.1315
162 C 3.0694 -5.7716 -3.0357
163 O -4.7839 7.0086 4.5508
164 H 6.9616 6.2826 -1.9931
165 H 2.1152 7.9313 2.6019
166 H -4.4014 8.9207 5.0787
167 C 4.9553 -0.2411 9.6087
168 H -3.8700 -3.3821 13.8235
169 C 7.0511 8.5792 -3.4373
170 H 2.2907 1.8365 7.1872
171 H -5.5031 4.6528 5.7901
172 H -4.4279 10.2944 -6.3089
173 C 13.6309 -1.8994 -10.8049
174 O 4.0413 -5.3410 1.8514
175 C -3.5122 9.7153 -6.1894
176 H 13.7353 -6.0613 -11.9788
177 H -5.1597 -5.4741 14.3489
178 H 4.0636 -6.3037 -0.5735
179 H 6.6314 9.5345 -3.7525
180 C 2.1911 1.7548 -1.7101
181 H 12.0117 -5.5803 -12.1333
182 H -4.8969 -3.4255 12.3015
183 O 4.0915 0.2939 8.6143
184 N 0.9118 2.3961 8.5807
185 C -7.7567 -5.4744 13.2308
186 H -7.5113 3.0274 4.3305
187 H -0.9235 6.8574 10.4668
188 C -1.3285 3.6613 -9.8865
189 C -3.8760 -6.4457 -1.7901
190 C -6.1161 -6.9183 -1.9505
191 H 14.8410 -0.7135 -8.5217
192 O 6.8582 8.4253 -1.9442
193 C 1.2004 3.7887 8.8157
194 H 3.9040 -5.9745 -3.7069
195 H -3.7719 -6.2907 -2.8640
196 H -8.6808 -11.9917 0.5958
197 H 1.2623 -7.3112 -4.2133
198 N -6.5271 4.8774 3.8938
199 H -6.1664 -13.4078 3.6435
200 C -6.9385 2.8116 2.3676
201 C -3.4087 -3.5870 8.6613
202 C -0.6745 -0.3776 1.1528
203 C 12.7676 -2.8664 -11.5866
204 H -0.4925 4.4546 10.1391
205 H 4.1654 -4.0987 3.6143
206 O 3.7145 7.7412 1.2397
207 H -8.6360 -9.5161 3.4471
208 C 1.1459 10.4060 -8.1672
209 H -7.6701 3.4402 1.8600
210 C 7.6463 6.8879 0.0407
211 O -0.1524 1.6879 -1.5426
212 H -6.3887 -11.9309 4.4252
213 H -2.0278 -12.2787 0.6698
214 C -0.5724 1.0037 1.7620
215 H -4.9371 -12.1359 3.2577
216 H -8.1241 -4.5782 13.7307
217 O 0.6904 2.8739 -3.3634
218 N 6.4934 7.1684 0.9327
219 H 12.7601 -1.6076 -6.8132
220 H -5.6763 5.1130 3.4031
221 O -1.9239 -10.2788 0.6097
222 H -1.8284 -3.9337 12.8710
223 C -0.4449 6.9389 9.4909
224 C -1.2810 -7.8902 0.5863
225 O -2.6668 7.8818 -4.9118
226 N 4.5771 -5.5773 -1.0517
227 O -5.8184 2.7485 1.5018
228 H -2.5506 8.2421 -2.8304
229 H -9.6774 -7.4832 1.4181
230 H 8.1044 8.6283 -3.7135
231 H -1.5350 -5.2193 11.9661
232 H -0.8460 11.7835 -8.1324
233 H -9.9934 -11.6691 1.5514
234 H -6.3919 2.7280 -0.4180
235 C 5.4772 6.1066 0.7994
236 H -3.6216 2.3173 -6.9677
237 H -2.1266 5.4052 -10.3073
238 C 12.9623 -0.6520 -7.2970
239 C -5.9815 6.7462 5.2915
240 C 3.5824 -4.9238 -1.8326
241 C 1.9354 1.4093 8.1250
242 N -2.9641 9.2307 -7.3904
243 O 1.9179 1.0493 -0.5658
244 O -6.8160 -11.8581 2.4676
245 C 5.2000 -4.7331 -0.0280
246 H -4.5655 7.8967 -5.5640
247 H 1.7347 4.3337 8.0376
248 H 1.8429 3.7585 9.6957
249 C -5.9805 2.0578 0.3369
250 H -1.3089 -7.9551 1.6740
251 H 5.1512 5.9520 -0.2292
252 C -8.1963 -11.9823 2.6989
253 H -5.5616 8.5448 3.5892
254 C -2.6042 3.3215 -9.1402

Total charge: +1
2S+1: 1
E_HOMO in eV: -8.863
Gap between HOMO and LUMO in eV: 3.53
E_tot in eV: -142518.9015
Molar mass in Da: 1606.38

---

Record 3
Below is a molecular structure, C42H36N8RhSi at a distorted geometry, with properties calculated with wB97M-V/def2-TZVPD.

CARTESIAN COORDINATES (ANGSTROEM)
1 N 0.0989 -4.0461 -1.0193
2 C 2.3666 -5.9897 1.1647
3 H 0.7552 -2.3788 0.1668
4 C 0.2325 -2.7348 -0.7039
5 H -5.6326 -1.4968 3.2238
6 C -3.5597 -1.4249 2.6326
7 C 0.2354 -6.4330 -0.5554
8 H 1.6260 4.5979 2.0559
9 C 1.9341 4.2979 1.0620
10 H -0.3327 1.5255 2.8463
11 H 4.0910 -1.3329 0.2725
12 H -1.5758 -2.4515 -3.2959
13 C 2.5658 -8.3941 1.5699
14 C 3.2073 4.6034 0.6025
15 C 0.6721 1.3666 2.4769
16 C 1.3889 3.2651 -1.0591
17 C -1.1951 -1.0379 2.3585
18 Si 0.1519 2.5658 -2.3115
19 H -0.9292 -5.0231 -2.6523
20 H 4.5818 4.4441 -1.0348
21 H 4.4212 3.2529 3.2112
22 H -0.6124 -6.6130 -1.2011
23 C 1.7638 -4.9246 0.5264
24 C -3.6512 5.2987 -2.5423
25 C 1.9189 -7.2892 0.9320
26 H 2.9888 3.2805 -2.4994
27 H 4.2125 0.9377 1.1013
28 N -0.2917 0.2782 0.5386
29 C -1.3806 -0.2644 1.1955
30 H 0.7741 2.7893 -3.6446
31 Rh -0.2844 0.2954 -1.5536
32 N 3.0920 -9.2788 2.0799
33 H 1.5754 2.3309 4.1467
34 C -2.2436 -1.5913 3.0585
35 C -3.1533 0.9044 -2.5645
36 C -3.7582 -0.7127 1.4642
37 C -4.3087 1.4607 -2.0203
38 H -5.0933 1.9753 -2.5457
39 N 2.4541 -0.1663 -0.4052
40 H -1.4744 3.6188 -4.5095
41 C 3.4750 -1.0395 -0.5601
42 C 3.2165 1.0455 1.5158
43 C -0.9791 -2.8178 -2.4776
44 H -1.7755 3.7059 -0.2332
45 H -4.4834 5.9873 -2.6103
46 H -0.1824 -1.1971 2.7046
47 H 4.0326 2.1996 4.5708
48 H 2.1445 -0.7214 -3.5129
49 N -2.4151 0.3396 -1.6117
50 C -2.1014 4.0298 -1.2121
51 H 0.0740 3.3516 0.6432
52 C 0.6978 -5.1392 -0.3427
53 C -0.6741 -4.1033 -2.1593
54 H -2.0446 -2.1801 3.9460
55 C -2.7103 -0.1386 0.7463
56 N -3.0586 0.5524 -0.4460
57 H 5.1293 1.6442 3.2982
58 H 4.2014 -2.0916 -2.3576
59 C -3.0474 4.8149 -3.6939
60 C 1.0439 3.6174 0.2455
61 C 4.2247 2.2170 3.4990
62 C 3.0509 1.6771 2.7344
63 C 0.8445 -7.5029 0.0707
64 C -4.2101 1.2240 -0.6698
65 H 3.8968 5.1459 1.2369
66 C 2.4604 -0.7193 -2.4824
67 N 1.8447 0.0434 -1.5836
68 C -4.7080 -2.0538 3.3698
69 H -3.4210 5.1137 -4.6653
70 C 2.6846 3.5568 -1.4953
71 C -1.9527 3.9682 -3.6000
72 H -2.8371 0.8782 -3.5941
73 C 3.5875 4.2138 -0.6729
74 C -3.1784 4.8977 -1.3005
75 C 2.1399 0.5506 0.7833
76 H -4.5010 -2.1097 4.4375
77 H 0.4891 -8.5091 -0.1004
78 H -4.7642 -0.6140 1.0742
79 C 0.8203 0.7037 1.2452
80 H -3.6464 5.2636 -0.3946
81 C 1.7460 1.8245 3.2039
82 C -1.4478 3.5742 -2.3579
83 H -4.8615 1.5040 0.1395
84 N -0.3998 -1.9729 -1.5637
85 H 2.1407 -3.9252 0.6963
86 H -4.8789 -3.0715 3.0104
87 C 3.5086 -1.4190 -1.8831
88 H 3.1935 -5.8240 1.8409

Total charge: +1
Energy relative to the best compared isomer or geometry (same formula, charge and spin) in kcal/mol: 46.82
2S+1: 1
E_HOMO (alpha / beta) in eV: -9.712 / -9.674
Gap between HOMO and LUMO (alpha / beta) in eV: 5.59 / 5.79
E_tot in eV: -66939.4602
Molar mass in Da: 783.80

---

Record 4
Below is a molecular structure, C44H46NNaO3P2Se2Si at a distorted geometry, with properties calculated with wB97M-V/def2-TZVPD.

CARTESIAN COORDINATES (ANGSTROEM)
1 H -1.8282 -2.3194 -4.9837
2 C -0.3620 2.9002 -4.2315
3 H -1.8185 0.7925 2.6507
4 H 0.4169 -0.2811 6.1422
5 C -1.6704 5.0968 0.0888
6 C 1.9217 0.1131 -2.9979
7 H 0.9040 5.8936 -5.2083
8 C -0.7079 3.7843 2.3389
9 C -1.9089 -1.4371 -4.3591
10 C 2.6829 1.1347 -0.1321
11 O -1.9825 -1.0930 -0.2257
12 O -0.2909 -2.7986 2.4500
13 C -1.8768 -4.2911 3.7136
14 H 5.4526 3.0554 -0.5490
15 H -1.1955 2.2466 -4.4475
16 H 2.7392 -2.7280 0.4856
17 C -0.8707 0.2042 -2.9312
18 Se -4.0795 -2.5195 2.7095
19 H -0.6210 -2.7763 -1.5770
20 C 2.2873 3.4167 0.6201
21 C 3.5967 3.7406 0.2826
22 C -2.1241 0.7848 -2.7232
23 C 3.2873 -0.6869 -4.7948
24 P 0.5724 1.0348 -2.1711
25 H 3.8757 -2.4499 -1.9556
26 C -0.6427 3.1450 1.1009
27 H -1.7615 0.0172 4.9920
28 C 2.4950 -0.8157 -2.1148
29 H -2.1244 6.7239 1.4148
30 H -4.0798 -3.3384 -0.7516
31 P 0.1378 1.4799 0.7228
32 H -3.3054 -3.2542 4.9652
33 H 4.6486 0.7395 -0.8892
34 C 0.3837 0.0797 5.1217
35 C -1.7232 5.7210 1.3264
36 C 0.3138 0.9919 2.4858
37 H 1.8644 0.9107 -4.9989
38 H -1.8540 -4.7690 5.8285
39 C -1.9002 -5.0563 2.3952
40 H 3.9954 -1.4773 0.5605
41 Si 1.7744 -0.5605 -0.3335
42 Na -0.7662 -1.1543 1.3158
43 C 4.4400 2.7845 -0.2689
44 H -3.9879 -4.6206 4.0614
45 H 2.4509 1.1062 2.6416
46 H -0.3152 3.2983 3.2227
47 H -2.6117 -5.8807 2.4660
48 C -0.8808 -3.1136 3.7104
49 H 0.1170 -3.6483 2.1502
50 H -1.2428 -3.9113 -0.3795
51 H -1.0757 3.3333 -0.9810
52 C 3.9840 1.4866 -0.4661
53 H 2.5103 0.2626 4.9647
54 C 2.9339 -1.6806 0.7265
55 H 0.1203 -5.9130 4.1778
56 H -2.1616 -6.1519 4.7635
57 C 3.4471 -1.7001 -2.6124
58 H 2.4077 3.1171 -2.3119
59 C 1.5610 0.3847 4.4564
60 H 2.6052 5.2616 -3.5192
61 C -3.2455 0.2849 -3.3604
62 C -2.4289 -2.1543 -0.6499
63 H 1.6478 4.1783 1.0482
64 H 2.7260 -1.5467 1.7892
65 H 3.9558 4.7502 0.4500
66 H -2.0349 5.6053 -0.7962
67 C -1.2462 5.0591 2.4487
68 H 4.5963 -2.3163 -4.3199
69 N -3.7562 -2.3876 -0.6998
70 H -1.2801 5.5474 3.4164
71 Se -0.1880 -5.8750 1.8216
72 H -4.0145 -1.2139 -4.6921
73 O -0.1885 -5.5780 5.0464
74 C 3.8460 -1.6294 -3.9423
75 C 1.5300 0.8448 3.1473
76 C -1.1389 3.8208 -0.0150
77 C -0.8654 0.6723 3.1613
78 H -4.2088 0.7578 -3.2139
79 C 1.8263 2.1221 0.4007
80 C 0.5911 2.5292 -3.2843
81 H -2.2079 1.6251 -2.0445
82 C 1.6599 3.4019 -3.0450
83 C 0.8176 4.9560 -4.6717
84 C -1.5282 -3.2331 -1.1916
85 C 1.7722 4.6004 -3.7275
86 H 0.1815 -1.4038 -3.8835
87 C -3.2981 -3.7747 4.0029
88 H 3.5918 -0.6483 -5.8352
89 C -0.8356 0.2402 4.4763
90 H -0.9900 4.3677 -5.6611
91 C -0.2449 4.1010 -4.9199
92 H -4.3150 -1.7828 -0.1161
93 C -3.1381 -0.8217 -4.1907
94 H -0.0850 -3.3187 4.4344
95 C -0.7768 -0.9234 -3.7394
96 H -1.4145 -2.2186 4.0294
97 C 2.3221 0.1950 -4.3243
98 H -2.2170 -4.3925 1.5943
99 C -1.5503 -5.2445 4.8878
100 H -2.0242 -3.8120 -1.9683

Total charge: -2
2S+1: 1
E_HOMO in eV: -1.173
Gap between HOMO and LUMO in eV: 4.85
E_tot in eV: -215573.9994
Molar mass in Da: 907.80